{"formula": "C5H6O", "method": "ωB97M-V/def2-TZVPD", "de_lowest_ev": 1.8470, "species": ["C", "C", "C", "C", "C", "O", "H", "H", "H", "H", "H", "H"], "xyz": [[-1.834, 0.278, -0.332], [-0.929, -0.944, -0.136], [0.471, -0.531, -0.118], [1.565, -0.036, 0.014], [2.748, 0.671, 0.457], [2.692, 1.811, 0.860], [-1.644, 1.016, 0.454], [-1.632, 0.758, -1.294], [-2.888, -0.009, -0.298], [-1.114, -1.708, -0.899], [-1.131, -1.412, 0.836], [3.696, 0.105, 0.454]]}

=====

{"formula": "C33H45NO2OsP2Si", "method": "ωB97M-V/def2-TZVPD", "multiplicity": 5, "species": ["Os", "P", "P", "N", "H", "C", "H", "H", "H", "C", "H", "H", "H", "C", "H", "H", "H", "C", "H", "H", "H", "C", "H", "H", "H", "C", "H", "H", "H", "C", "C", "C", "C", "C", "C", "H", "H", "H", "H", "H", "C", "O", "C", "H", "H", "H", "C", "H", "H", "H", "O", "Si", "C", "C", "C", "C", "C", "C", "C", "C", "C", "C", "C", "C", "C", "C", "C", "C", "C", "C", "H", "H", "H", "H", "H", "H", "H", "H", "H", "H", "H", "H", "H", "H", "H"], "xyz": [[0.223, 0.074, -1.902], [2.425, -0.256, -2.864], [-1.919, 0.646, -0.755], [-0.525, 0.189, -3.545], [0.091, -1.398, -1.288], [3.162, -1.967, -3.040], [4.145, -1.966, -3.545], [2.465, -2.574, -3.630], [3.272, -2.436, -2.057], [3.864, 0.666, -2.116], [4.818, 0.426, -2.615], [3.961, 0.439, -1.050], [3.669, 1.739, -2.222], [2.536, 0.323, -4.619], [3.546, 0.196, -5.036], [2.257, 1.380, -4.648], [1.822, -0.246, -5.221], [-2.939, -0.722, -0.110], [-3.862, -0.399, 0.353], [-2.346, -1.260, 0.659], [-3.107, -1.453, -0.893], [-1.880, 1.825, 0.602], [-2.828, 1.962, 1.114], [-1.459, 2.783, 0.306], [-1.164, 1.414, 1.395], [-3.124, 1.484, -1.890], [-4.065, 1.710, -1.365], [-3.334, 0.834, -2.743], [-2.685, 2.416, -2.261], [-1.034, 0.354, -4.787], [-1.993, -0.567, -6.880], [-1.479, -0.766, -5.621], [-1.180, 1.674, -5.392], [-1.703, 1.836, -6.658], [-2.112, 0.728, -7.410], [-2.310, -1.428, -7.467], [-1.370, -1.753, -5.163], [-0.843, 2.509, -4.770], [-1.795, 2.841, -7.067], [-2.524, 0.870, -8.414], [1.810, -0.118, 0.911], [1.261, 0.615, -0.029], [2.321, -1.459, 0.615], [2.479, -2.034, 1.527], [3.285, -1.415, 0.105], [1.606, -1.980, -0.040], [2.067, 0.534, 2.186], [1.563, -0.001, 3.025], [1.699, 1.561, 2.217], [3.115, 0.542, 2.464], [-0.647, -0.474, 0.189], [-0.388, -0.563, 2.232], [-2.063, -0.682, 2.949], [-2.592, -2.006, 2.909], [-3.960, -2.151, 3.069], [-4.760, -1.031, 3.301], [-4.223, 0.243, 3.421], [-2.864, 0.430, 3.257], [0.756, -2.061, 3.124], [0.777, -3.317, 2.487], [1.896, -4.189, 2.591], [3.022, -3.844, 3.323], [2.977, -2.671, 4.083], [1.833, -1.865, 4.039], [-0.099, 1.868, 3.183], [0.469, 2.107, 4.427], [1.062, 3.380, 4.690], [1.139, 4.421, 3.776], [0.620, 4.183, 2.509], [0.087, 2.893, 2.274], [-1.947, -2.846, 2.638], [-4.347, -3.160, 2.952], [-5.837, -1.153, 3.367], [-4.815, 1.141, 3.592], [-2.454, 1.435, 3.276], [-0.006, -3.599, 1.746], [1.938, -5.115, 1.999], [3.944, -4.431, 3.303], [3.882, -2.372, 4.638], [1.989, -0.965, 4.666], [0.588, 1.330, 5.215], [1.582, 3.594, 5.634], [1.633, 5.388, 3.910], [0.770, 4.897, 1.686], [0.158, 2.811, 1.175]]}

=====

{"formula": "C19H17N4OPtS2", "method": "ωB97M-V/def2-TZVPD", "charge": 3, "de_lowest_ev": 1.4677, "species": ["Pt", "N", "C", "S", "N", "N", "C", "C", "C", "C", "C", "C", "N", "H", "H", "H", "H", "H", "H", "H", "O", "S", "C", "C", "C", "C", "C", "C", "C", "C", "C", "C", "C", "C", "H", "H", "H", "H", "H", "H", "H", "H", "H", "H"], "xyz": [[0.542, -0.599, 0.313], [-0.052, -0.341, 4.618], [-0.105, -0.632, 3.333], [0.476, 0.605, 2.194], [-0.555, -1.750, 2.883], [-0.633, -1.868, 1.575], [-1.375, -2.698, 0.939], [-1.516, -2.527, -0.479], [-2.411, -3.233, -1.247], [-2.628, -2.829, -2.565], [-1.924, -1.747, -3.067], [-0.998, -1.110, -2.249], [-0.813, -1.496, -0.985], [0.236, 0.571, 4.942], [-0.385, -1.004, 5.308], [-1.946, -3.447, 1.480], [-2.961, -4.061, -0.818], [-3.353, -3.346, -3.181], [-2.078, -1.395, -4.078], [-0.410, -0.278, -2.613], [2.171, -1.762, -0.632], [3.622, -1.798, -0.108], [4.667, -1.978, -1.516], [5.825, -2.749, -1.352], [6.696, -2.848, -2.411], [6.365, -2.237, -3.644], [5.200, -1.457, -3.786], [4.317, -1.361, -2.743], [3.969, -0.088, 0.256], [3.055, 0.903, -0.110], [3.318, 2.232, 0.199], [4.485, 2.554, 0.870], [5.411, 1.558, 1.205], [5.146, 0.227, 0.911], [6.039, -3.259, -0.419], [7.602, -3.431, -2.311], [6.990, -2.418, -4.509], [4.998, -0.940, -4.714], [3.401, -0.793, -2.839], [2.169, 0.667, -0.718], [2.637, 3.012, -0.117], [4.676, 3.582, 1.149], [6.330, 1.815, 1.715], [5.841, -0.550, 1.210]]}

=====

{"formula": "C45H60AsCrN3OPS", "method": "ωB97M-V/def2-TZVPD", "charge": 1, "de_lowest_ev": 0.0547, "multiplicity": 5, "species": ["Cr", "C", "N", "C", "C", "C", "O", "H", "H", "H", "H", "H", "H", "H", "H", "H", "C", "C", "C", "C", "C", "C", "C", "H", "H", "H", "H", "H", "H", "H", "N", "C", "S", "N", "C", "C", "C", "C", "C", "C", "H", "H", "H", "H", "H", "H", "H", "H", "C", "C", "C", "P", "C", "C", "C", "C", "C", "C", "H", "H", "H", "H", "H", "H", "H", "H", "H", "H", "H", "H", "H", "H", "H", "H", "H", "H", "H", "H", "H", "C", "C", "C", "C", "C", "C", "As", "C", "C", "C", "C", "C", "C", "C", "C", "C", "C", "C", "C", "H", "H", "H", "H", "H", "H", "H", "H", "H", "H", "H", "H", "H", "H", "H"], "xyz": [[-0.220, 0.326, -0.114], [1.481, 0.471, 4.084], [0.289, -0.374, 4.147], [0.026, -1.052, 5.416], [-0.451, -0.598, 3.056], [-1.615, -1.534, 3.178], [-0.144, -0.044, 1.982], [2.382, -0.142, 4.154], [1.467, 1.178, 4.912], [1.486, 1.022, 3.152], [0.665, -0.607, 6.173], [0.251, -2.119, 5.361], [-1.008, -0.927, 5.729], [-2.301, -1.214, 3.965], [-1.256, -2.538, 3.421], [-2.147, -1.577, 2.234], [-0.425, 0.679, -2.192], [-0.020, 2.064, -2.616], [-0.869, 3.158, -2.438], [-0.481, 4.456, -2.739], [0.785, 4.705, -3.252], [1.634, 3.630, -3.483], [1.234, 2.334, -3.176], [0.146, -0.045, -2.780], [-1.488, 0.501, -2.396], [-1.867, 2.980, -2.075], [-1.178, 5.272, -2.584], [1.096, 5.714, -3.493], [2.613, 3.799, -3.918], [1.908, 1.510, -3.394], [-1.566, -2.407, -2.885], [-1.902, -2.870, -1.674], [-1.245, -2.203, -0.271], [-2.755, -3.915, -1.673], [-3.291, -4.614, -0.547], [-3.318, -5.999, -0.596], [-3.871, -6.719, 0.455], [-4.393, -6.054, 1.556], [-4.377, -4.664, 1.588], [-3.836, -3.941, 0.536], [-1.028, -1.556, -2.925], [-2.042, -2.707, -3.720], [-2.896, -4.376, -2.559], [-2.903, -6.519, -1.454], [-3.887, -7.801, 0.412], [-4.819, -6.615, 2.379], [-4.803, -4.134, 2.431], [-3.840, -2.860, 0.553], [4.492, -1.602, 0.764], [3.062, -1.097, 0.991], [2.193, -2.284, 1.435], [2.267, -0.137, -0.389], [2.716, -0.929, -1.992], [4.134, -0.773, -2.539], [2.271, -2.400, -1.994], [3.074, 1.531, -0.329], [2.445, 2.343, 0.811], [4.597, 1.633, -0.209], [4.847, -2.089, 1.678], [5.199, -0.815, 0.513], [4.521, -2.353, -0.027], [3.075, -0.360, 1.800], [2.245, -3.097, 0.709], [1.146, -2.014, 1.551], [2.560, -2.676, 2.389], [2.059, -0.396, -2.680], [4.904, -1.090, -1.839], [4.341, 0.254, -2.841], [4.228, -1.397, -3.433], [3.022, -3.039, -1.525], [2.151, -2.749, -3.023], [1.325, -2.555, -1.470], [2.756, 1.993, -1.264], [2.868, 2.059, 1.779], [1.364, 2.218, 0.877], [2.641, 3.409, 0.670], [4.931, 1.301, 0.776], [4.884, 2.684, -0.303], [5.145, 1.075, -0.963], [-4.962, 5.501, -0.688], [-4.056, 5.828, 0.309], [-3.127, 4.891, 0.758], [-3.099, 3.620, 0.201], [-4.025, 3.291, -0.790], [-4.947, 4.223, -1.235], [-1.975, 2.145, 0.857], [-1.044, 3.014, 2.329], [-0.203, 4.078, 2.003], [0.515, 4.737, 2.990], [0.401, 4.338, 4.316], [-0.425, 3.272, 4.645], [-1.139, 2.608, 3.655], [-3.474, 1.218, 1.699], [-3.977, 0.103, 1.030], [-5.146, -0.512, 1.466], [-5.808, -0.025, 2.584], [-5.312, 1.090, 3.251], [-4.160, 1.720, 2.802], [-5.679, 6.234, -1.035], [-4.067, 6.817, 0.750], [-2.442, 5.174, 1.545], [-4.043, 2.292, -1.212], [-5.657, 3.951, -2.006], [-0.109, 4.397, 0.970], [1.161, 5.565, 2.725], [0.951, 4.859, 5.090], [-0.519, 2.958, 5.678], [-1.773, 1.773, 3.928], [-3.452, -0.288, 0.164], [-5.544, -1.366, 0.930], [-6.720, -0.500, 2.926], [-5.838, 1.484, 4.111], [-3.818, 2.620, 3.297]]}

=====

{"formula": "C35H46BN7P2S3Ti", "method": "ωB97M-V/def2-TZVPD", "charge": 2, "species": ["Ti", "C", "P", "C", "N", "C", "C", "C", "C", "C", "C", "N", "C", "P", "C", "C", "C", "C", "C", "C", "C", "C", "C", "H", "H", "H", "H", "H", "H", "H", "H", "H", "H", "H", "H", "H", "H", "H", "H", "H", "H", "H", "H", "H", "H", "H", "H", "H", "H", "H", "H", "S", "C", "C", "C", "C", "C", "C", "C", "C", "C", "N", "H", "H", "H", "H", "H", "H", "C", "N", "C", "C", "N", "B", "N", "C", "C", "N", "C", "C", "S", "C", "S", "H", "H", "H", "H", "H", "H", "H", "H", "H", "H", "H", "H"], "xyz": [[-0.731, -1.062, 0.357], [2.890, -1.724, 1.101], [1.846, -1.253, -0.302], [2.376, 0.478, -0.687], [3.625, 0.805, -0.484], [4.044, 2.021, -0.914], [5.392, 2.409, -0.714], [5.823, 3.603, -1.206], [4.939, 4.458, -1.920], [3.637, 4.111, -2.117], [3.161, 2.880, -1.602], [1.852, 2.550, -1.745], [1.456, 1.401, -1.261], [-0.348, 1.033, -1.353], [-0.510, 0.946, -3.175], [-1.250, 2.626, -0.840], [-0.391, 3.520, 0.062], [-2.520, 2.230, -0.078], [-1.654, 3.438, -2.078], [2.583, -2.237, -1.730], [2.209, -3.718, -1.623], [2.079, -1.676, -3.057], [4.115, -2.154, -1.687], [3.901, -1.365, 0.918], [2.886, -2.807, 1.204], [2.508, -1.282, 2.017], [6.053, 1.734, -0.186], [6.851, 3.907, -1.061], [5.313, 5.396, -2.310], [2.948, 4.751, -2.652], [-0.020, 1.824, -3.591], [-1.549, 0.932, -3.498], [-0.010, 0.054, -3.545], [0.017, 2.983, 0.919], [-1.044, 4.312, 0.437], [0.430, 3.987, -0.480], [-2.292, 1.698, 0.851], [-3.057, 3.144, 0.189], [-3.188, 1.605, -0.673], [-0.794, 3.753, -2.668], [-2.160, 4.342, -1.727], [-2.355, 2.912, -2.726], [1.174, -3.904, -1.881], [2.412, -4.141, -0.637], [2.823, -4.266, -2.342], [0.993, -1.734, -3.135], [2.496, -2.274, -3.871], [2.394, -0.642, -3.217], [4.527, -2.732, -0.859], [4.502, -1.142, -1.627], [4.485, -2.603, -2.613], [-0.228, -5.413, 1.111], [0.316, -4.664, 2.549], [0.314, -3.306, 2.465], [-0.142, -2.843, 1.193], [-0.457, -3.895, 0.367], [-0.970, -3.677, -0.973], [-1.312, -4.683, -1.868], [-1.817, -4.351, -3.105], [-1.994, -3.008, -3.427], [-1.636, -2.061, -2.501], [-1.090, -2.368, -1.305], [0.599, -5.273, 3.395], [0.604, -2.665, 3.286], [-1.185, -5.718, -1.577], [-2.089, -5.125, -3.811], [-2.413, -2.702, -4.374], [-1.804, -1.019, -2.693], [-6.176, -0.140, 0.180], [-5.289, -0.069, 1.344], [-5.674, 0.398, 2.587], [-4.607, 0.268, 3.398], [-3.569, -0.270, 2.655], [-2.178, -0.700, 3.201], [-1.402, 0.509, 3.763], [-1.629, 1.143, 4.973], [-0.713, 2.123, 5.103], [0.085, 2.076, 3.974], [1.227, 2.966, 3.741], [-0.350, 1.080, 3.182], [0.463, 0.616, 1.719], [-4.011, -0.479, 1.415], [-3.169, -1.237, 0.098], [-6.677, 0.817, 0.057], [-6.911, -0.928, 0.324], [-5.583, -0.355, -0.701], [-6.666, 0.772, 2.773], [-4.507, 0.508, 4.442], [-1.528, -1.093, 2.242], [-2.268, -1.574, 4.020], [-2.404, 0.831, 5.651], [-0.545, 2.838, 5.889], [0.871, 3.982, 3.590], [1.764, 2.632, 2.860], [1.887, 2.930, 4.603]]}

=====

{"formula": "Cl2H2NOP", "method": "ωB97M-V/def2-TZVPD", "de_lowest_ev": 3.6945, "species": ["N", "O", "P", "Cl", "Cl", "H", "H"], "xyz": [[0.449, 0.061, 0.045], [-1.711, 3.196, -2.165], [-0.830, 2.082, -2.363], [0.849, 2.666, -3.136], [-1.579, 0.756, -3.690], [-0.318, 0.468, 0.599], [0.654, -0.922, -0.208]]}

=====

{"formula": "C13H30Cl2N3OPPd", "method": "ωB97M-V/def2-TZVPD", "de_lowest_ev": 1.3047, "multiplicity": 5, "species": ["Pd", "Cl", "Cl", "C", "H", "H", "C", "C", "H", "C", "H", "C", "H", "H", "C", "H", "H", "C", "H", "H", "H", "H", "C", "N", "C", "P", "O", "N", "C", "C", "N", "C", "C", "H", "H", "H", "H", "H", "H", "H", "H", "H", "H", "H", "H", "H", "H", "H", "H", "H", "H"], "xyz": [[1.802, 0.378, -0.590], [-1.062, -1.771, -0.995], [1.202, 2.844, 0.154], [2.995, -0.988, -0.670], [3.316, -0.839, -1.760], [2.183, -1.825, -0.740], [-1.020, 0.089, -1.336], [0.182, 0.582, -1.836], [-1.162, 0.555, -0.345], [0.721, -0.305, -3.053], [0.429, 1.653, -1.774], [-0.236, -0.075, -4.204], [1.780, -0.043, -3.313], [0.759, -1.432, -2.823], [-1.738, -0.148, -3.755], [-0.026, 0.941, -4.556], [-0.045, -0.825, -4.989], [-2.092, 0.434, -2.360], [-2.287, 0.423, -4.527], [-2.100, -1.186, -3.850], [-2.127, 1.556, -2.441], [-3.047, 0.021, -2.059], [0.652, -2.753, 2.148], [0.303, -1.927, 3.298], [0.228, -2.622, 4.576], [-0.049, -0.310, 3.093], [-0.381, 0.060, 1.704], [-1.309, -0.130, 4.244], [-1.706, 1.261, 4.495], [-2.456, -1.038, 4.088], [1.238, 0.555, 3.717], [2.042, 0.058, 4.818], [1.465, 1.947, 3.378], [-0.093, -3.556, 2.021], [1.641, -3.211, 2.311], [0.674, -2.147, 1.228], [-0.104, -1.945, 5.376], [-0.486, -3.458, 4.504], [1.214, -3.037, 4.848], [-1.928, 1.811, 3.563], [-2.616, 1.240, 5.104], [-0.925, 1.792, 5.054], [-2.586, -1.383, 3.048], [-2.356, -1.914, 4.742], [-3.359, -0.497, 4.387], [2.402, -0.959, 4.617], [2.910, 0.721, 4.915], [1.492, 0.070, 5.773], [2.549, 2.129, 3.383], [1.099, 2.168, 2.357], [0.988, 2.626, 4.105]]}

=====

{"formula": "C2H12N2O2", "method": "ωB97M-V/def2-TZVPD", "de_lowest_ev": 1.4950, "species": ["C", "N", "C", "N", "H", "H", "H", "H", "H", "H", "H", "H", "O", "H", "H", "O", "H", "H"], "xyz": [[-2.298, -1.421, -0.075], [-1.024, -0.808, -0.213], [-0.809, 0.343, 0.658], [0.639, 0.339, 0.946], [-2.432, -2.098, -0.864], [-2.330, -2.017, 0.849], [-3.121, -0.684, -0.122], [-0.354, -1.426, -0.610], [-1.289, 0.054, 1.542], [-1.124, 1.318, 0.190], [0.852, -0.642, 1.031], [1.239, 0.724, 0.167], [1.880, 2.129, 3.141], [1.448, 1.462, 2.551], [2.771, 2.204, 2.919], [2.257, 0.387, -3.846], [2.394, -0.490, -4.242], [1.302, 0.624, -4.022]]}

=====

| no. | total energy (eV) |
| --- | --- |
| 1 | -7327.43753 |
| 2 | -69447.92404 |
| 3 | -52871.74403 |
| 4 | -163537.73914 |
| 5 | -122339.76749 |
| 6 | -37901.91817 |
| 7 | -58292.83321 |
| 8 | -9342.70783 |